(1)
ORCA calculation (ωB97M-V/def2-TZVPD) on a 6-piece molecular cluster, H12O6 overall at a distorted geometry.

Results
- Kohn-Sham gap: 10.90 eV
- Relative energy (zero: lowest compared OMol25 entry of this formula, charge and spin): 100.1 kJ/mol
- Total energy: -12480.07665 eV
- Molar mass: 108.09 g/mol
- HOMO energy: -10.66 eV
- SMILES: O.O.O.O.O.O

```
! RIJCOSX wB97M-V def2-TZVPD def2/J DEFGRID3
* xyz 0 1
O -1.37 -0.90 1.97
H -2.28 -1.20 2.07
H -1.07 -0.74 2.87
O -2.25 0.97 -0.70
H -1.52 1.18 -1.28
H -1.86 0.95 0.18
O 1.04 -2.48 -1.27
H 1.77 -2.35 -1.88
H 0.34 -2.86 -1.81
O 0.36 -0.17 0.12
H 0.93 -0.89 -0.17
H -0.29 -0.60 0.67
O 1.91 1.90 1.80
H 1.35 2.38 2.41
H 1.31 1.48 1.20
O 0.23 1.07 -2.28
H 1.07 1.44 -2.53
H 0.33 0.81 -1.36
*
```

=====

(2)
ORCA calculation (ωB97M-V/def2-TZVPD) on one molecule with the formula C2H4NO2 at a distorted geometry.

Results
- Kohn-Sham gap (spin up / spin down): 10.18 / 6.76 eV
- Relative energy (zero: lowest compared OMol25 entry of this formula, charge and spin): 146.8 kJ/mol
- Total energy: -7720.76428 eV
- <S²>: 0.75
- Molar mass: 74.06 g/mol
- HOMO energy (spin up / spin down): -9.58 / -9.52 eV

```
! RIJCOSX wB97M-V def2-TZVPD def2/J DEFGRID3
* xyz 0 2
O 1.56 0.27 -1.90
C 0.70 -0.14 -1.15
N 0.29 0.49 -0.12
C -0.69 -0.13 0.92
O -1.30 -1.16 0.46
H 0.07 -1.12 -1.28
H 0.78 1.39 0.13
H -1.29 0.67 1.27
H -0.11 -0.29 1.68
*
```